A 3-piece molecular cluster, C15H26Br4N3O overall, computed with ωB97M-V/def2-TZVPD.

Properties
* net charge: +1
* calculated total energy: -11122.44516 Eh

Element x y z (Å)
C  -0.365697  1.915515  2.270162
C  -0.114361  2.071350  0.780486
O  1.036136  2.163490  0.380361
N  -1.238894  2.086897  -0.064218
C  -1.061141  2.865631  -1.298275
C  -1.763190  0.735877  -0.319306
C  -0.754258  -0.153366  -1.093396
C  -0.574303  -1.518011  -0.417844
C  0.432952  -1.453494  0.732210
C  1.832378  -1.098367  0.301941
C  2.682273  -0.456104  1.231355
C  3.964489  -0.179960  0.877142
C  4.318721  -0.567499  -0.411537
N  3.434157  -1.115807  -1.208537
N  2.155959  -1.419136  -0.935621
H  0.257479  2.656243  2.772306
H  -1.407806  2.043883  2.546809
H  -0.023897  0.946976  2.635751
H  -1.296630  2.286202  -2.190325
H  -0.052580  3.257364  -1.402801
H  -1.742784  3.717141  -1.271931
H  -2.073162  0.262912  0.608791
H  -2.641607  0.856718  -0.951264
H  0.210439  0.350306  -1.149030
H  -1.126890  -0.331981  -2.102339
H  -0.263685  -2.287543  -1.125471
H  -1.517086  -1.880919  -0.001170
H  0.502747  -2.453708  1.176781
H  0.104697  -0.787625  1.528820
H  2.296446  -0.215135  2.211447
H  4.674300  0.300507  1.532054
H  5.318488  -0.418914  -0.795261
H  3.735297  -1.337130  -2.174314
Br  2.274605  -0.915119  -3.718236
C  0.888342  -1.850121  -4.724964
C  1.464555  -2.703684  -5.822417
Br  2.043674  -1.633278  -7.331275
H  0.216968  -1.082412  -5.095217
H  0.371459  -2.464677  -3.990225
H  0.700618  -3.374143  -6.209396
H  2.323110  -3.281154  -5.495454
Br  -2.819142  -0.127722  3.108715
C  -4.108611  0.590017  4.385635
C  -3.423477  1.251579  5.550874
Br  -2.691258  -0.051060  6.790607
H  -4.743169  -0.237737  4.683310
H  -4.695525  1.314072  3.825327
H  -4.140484  1.833922  6.124803
H  -2.600651  1.889203  5.244136

Atoms 1-3, force components in eV/Å:
C 0.0 0.2 -0.2
C 0.4 -0.4 0.2
O -0.3 0.2 0.0



A 3-piece molecular cluster, C19H33ClN3O7PS2 overall, computed with ωB97M-V/def2-TZVPD.

Properties
* SMILES: O=C1C=C(N=C=S)C(=O)C(S)=C1P(O)Cl.COCCNCCOC.COCCNCCOC
* calculated total energy: -3032.20816 Eh

Element x y z (Å)
O  -0.460765  -1.838124  3.782612
C  -1.388891  -2.414371  2.989951
C  -2.905056  -2.858100  3.508575
C  -3.990429  -2.722228  2.462217
N  -5.355978  -3.361806  2.667371
C  -5.427063  -4.602548  2.065338
S  -5.075816  -6.110222  1.318584
C  -3.637517  -1.876140  1.061055
O  -4.573018  -1.086978  0.480886
C  -2.116520  -2.074586  0.419327
S  -1.620712  -1.585129  -1.329958
C  -1.102246  -2.689886  1.363372
P  0.379303  -3.724792  0.734588
O  1.459160  -4.138898  2.081370
Cl  -0.409461  -5.653381  0.151022
H  -3.069855  -3.286111  4.585446
H  -2.149713  -2.449238  -2.291811
H  1.943586  -4.981701  1.773738
C  0.063103  0.930824  2.604352
O  -0.597764  2.139204  2.249901
C  -1.928285  2.224174  2.773693
C  -2.011977  3.328123  3.840795
N  -1.290895  2.940870  5.061750
C  -1.120008  4.042207  6.014450
C  -0.251977  5.235272  5.567140
O  1.130455  4.913321  5.396627
C  1.459938  4.392237  4.115542
H  1.008647  0.887540  2.057082
H  0.287322  0.911577  3.673502
H  -0.537629  0.059363  2.330316
H  -2.284101  1.262215  3.162239
H  -2.577007  2.501146  1.937825
H  -3.062557  3.512532  4.087700
H  -1.591831  4.240910  3.405475
H  -0.369601  2.594079  4.804648
H  -0.658620  3.607500  6.909333
H  -2.108279  4.408505  6.318629
H  -0.284316  5.976840  6.374014
H  -0.650039  5.741634  4.681200
H  0.827412  4.801604  3.322147
H  1.400747  3.302888  4.130091
H  2.497759  4.658268  3.898278
C  3.209452  1.451024  -4.004827
O  3.231456  1.026184  -5.361878
C  4.176506  -0.022436  -5.605070
C  3.445152  -1.329590  -5.952754
N  2.760529  -1.883142  -4.775670
C  1.844717  -2.982763  -5.094893
C  0.622711  -2.651872  -5.974769
O  -0.326929  -1.788415  -5.345114
C  -0.045180  -0.401914  -5.484763
H  2.569294  2.334689  -3.935780
H  2.787694  0.674044  -3.362839
H  4.211858  1.719931  -3.660894
H  4.868935  -0.160641  -4.765797
H  4.768332  0.284017  -6.472282
H  4.170361  -2.061369  -6.323238
H  2.734667  -1.107083  -6.755816
H  2.227193  -1.142635  -4.325838
H  1.474904  -3.364839  -4.135768
H  2.413204  -3.798525  -5.558287
H  0.090930  -3.593760  -6.153849
H  0.901614  -2.274551  -6.964511
H  0.456669  -0.170085  -6.428981
H  0.550140  -0.055754  -4.638498
H  -0.993712  0.140889  -5.458301

Atoms 1-3, force components in eV/Å:
O -5.9 -4.1 -5.1
C 2.5 2.1 3.0
C -1.8 0.8 -3.8



C22H16AsCl4IrNO10S as an isolated structure, computed with ωB97M-V/def2-TZVPD.

Properties
* 2S+1: 2
* calculated total energy: -6234.09505 Eh

Element x y z (Å)
Ir  0.069090  -0.531060  0.299775
O  -2.554463  -1.911639  2.613069
As  -2.566430  -0.163077  2.250826
O  -3.085403  0.604008  3.577834
O  -0.937847  0.126474  1.828751
C  -3.856060  -0.223489  0.811290
C  -5.066273  -0.752178  1.255227
C  -6.128074  -0.923515  0.381307
C  -5.987984  -0.570853  -0.950816
C  -4.794157  -0.029779  -1.400476
C  -3.736906  0.153412  -0.520239
S  -2.263395  0.910837  -1.159732
O  -1.875773  1.911962  -0.208994
O  -2.535163  1.289980  -2.515976
O  -1.269456  -0.259692  -1.178425
H  -2.545802  -1.974750  3.576387
H  -5.177022  -1.027997  2.296193
H  -7.061403  -1.332200  0.745384
H  -6.810356  -0.705049  -1.641296
H  -4.666784  0.278538  -2.428668
Cl  1.736662  -0.929333  1.867301
C  3.106228  0.194133  1.886331
C  3.666684  0.387400  3.137337
C  4.745729  1.243144  3.265476
C  5.251841  1.885775  2.146559
C  4.684449  1.660797  0.905141
Cl  5.361933  2.446012  -0.476465
C  3.586944  0.806547  0.729916
N  3.042194  0.582669  -0.539422
C  2.161090  1.561431  -1.089389
C  1.956370  2.786788  -0.467683
C  1.086625  3.715250  -1.016385
C  0.402615  3.426831  -2.183617
C  0.600723  2.200966  -2.796136
C  1.471994  1.255468  -2.270015
C  1.665267  -0.039577  -3.011238
C  1.110868  -1.324496  -2.426911
O  0.814187  -2.244382  -3.188106
O  1.129334  -1.490833  -1.129593
H  3.241194  -0.109013  3.998468
H  5.187208  1.414712  4.237188
H  6.094610  2.557953  2.224198
H  2.629857  -0.338606  -0.616912
H  2.459099  3.015970  0.462378
H  0.928852  4.657660  -0.508774
H  -0.303174  4.132121  -2.599550
H  0.043502  1.953377  -3.691039
H  2.738078  -0.248720  -3.124435
H  1.256961  0.039845  -4.016352
Cl  2.902787  -3.990371  0.411308
C  1.530017  -4.471066  -0.363842
Cl  1.327964  -4.318446  -1.932651
C  -1.832751  -4.150542  1.446394
O  -2.913144  -4.518914  1.597060
O  -0.738710  -3.805100  1.241161
H  0.715575  -4.815379  0.260879

Atoms 1-3, force components in eV/Å:
Ir 0.1 0.0 0.0
O 0.1 0.0 0.0
As 0.1 0.2 -0.1



C47H65N6O2ReS2Se as an isolated structure, computed with ωB97M-V/def2-TZVPD.

Properties
* net charge: +1
* 2S+1: 2
* calculated total energy: -5584.81048 Eh

Element x y z (Å)
Re  -0.947969  1.621136  -1.324035
C  1.080469  2.987607  -6.613774
C  0.187096  1.768763  -6.410048
N  0.596969  0.902105  -5.309617
C  0.524524  1.259836  -3.999884
S  -0.490426  2.590712  -3.504368
N  1.218484  0.576929  -3.132683
N  0.929698  1.055300  -1.865445
C  1.957827  1.181568  -1.044563
C  3.340014  0.743910  -1.407422
C  1.643993  1.902579  0.136800
C  2.594078  2.320680  1.089324
C  2.201059  3.086968  2.149556
C  0.848071  3.445482  2.276707
C  -0.029196  3.041340  1.315865
N  0.332687  2.289315  0.241803
H  0.781734  3.532275  -7.511104
H  1.010271  3.665018  -5.761966
H  2.123602  2.685246  -6.726511
H  -0.840615  2.083396  -6.221047
H  0.187537  1.149972  -7.306734
H  1.321232  0.227618  -5.505677
H  3.864178  1.514100  -1.980166
H  3.916413  0.521781  -0.509940
H  3.293913  -0.145685  -2.031638
H  3.631533  2.048955  0.961863
H  2.929652  3.431873  2.871351
H  0.499901  4.054067  3.099644
H  -1.067833  3.337335  1.371145
C  -3.975203  1.899938  1.757542
C  -3.304621  2.529087  0.577298
O  -2.586787  1.804697  -0.128819
C  -3.512324  3.940441  0.239797
C  -2.702346  4.566296  -0.708611
C  -2.900405  5.897507  -1.030614
C  -3.926630  6.609751  -0.425777
C  -4.751785  5.992650  0.508836
C  -4.541052  4.668792  0.847164
H  -3.486910  0.953728  1.980666
H  -5.027979  1.710622  1.528880
H  -3.933433  2.545585  2.634818
H  -1.914021  4.012906  -1.208338
H  -2.268946  6.370458  -1.770837
H  -4.090036  7.648275  -0.684731
H  -5.559558  6.544786  0.969753
H  -5.191758  4.195570  1.571112
C  -3.264815  -0.498227  -4.641260
C  -3.327094  0.296392  -3.327454
C  -4.473985  -0.320915  -2.494128
C  -1.954943  0.118121  -2.601180
C  -3.676867  1.765273  -3.590726
C  -4.303403  2.533992  -2.609159
C  -4.697481  3.842746  -2.848251
C  -4.458044  4.428024  -4.083837
C  -3.843746  3.677249  -5.074987
C  -3.469055  2.362890  -4.831296
H  -3.114573  -1.556647  -4.417845
H  -2.429533  -0.174695  -5.264901
H  -4.189574  -0.395331  -5.214674
H  -4.488829  -1.401635  -2.617023
H  -5.434576  0.064444  -2.836557
H  -4.388359  -0.088798  -1.426487
H  -1.228459  -0.139536  -3.366853
H  -4.518880  2.100240  -1.639610
H  -5.206137  4.399829  -2.068756
H  -4.748878  5.453582  -4.271782
H  -3.661373  4.111912  -6.049993
H  -3.014632  1.800230  -5.634508
C  7.256961  -0.696172  2.161471
C  5.813603  -1.147057  1.965919
C  5.729697  -2.490958  1.250039
C  4.313311  -2.871001  0.834846
N  3.490882  -3.268407  1.973792
C  2.490605  -2.539640  2.547141
Se  1.982959  -0.858550  1.980583
N  1.980605  -3.302636  3.552711
C  0.813992  -3.059589  4.408354
C  0.638885  -1.651026  4.954239
C  1.847677  -1.150299  5.743481
C  2.052030  -1.877652  7.070382
C  2.625004  -4.545506  3.574905
C  2.427069  -5.677674  4.350530
C  3.238356  -6.773158  4.092055
C  4.211289  -6.738449  3.090593
C  4.403861  -5.604088  2.315662
C  3.587690  -4.515893  2.580363
H  7.306478  0.262633  2.678652
H  7.761408  -0.582656  1.199342
H  7.821607  -1.422134  2.750863
H  5.265929  -0.400394  1.383458
H  5.309602  -1.211596  2.934803
H  6.144379  -3.275167  1.891229
H  6.344389  -2.462027  0.344737
H  4.328115  -3.708335  0.134263
H  3.812512  -2.032440  0.353595
H  0.937006  -3.735746  5.250916
H  -0.084681  -3.377562  3.872487
H  -0.240812  -1.691602  5.605317
H  0.417377  -0.959629  4.145530
H  1.713729  -0.083010  5.930816
H  2.744408  -1.240710  5.124309
H  1.168236  -1.785720  7.706374
H  2.897705  -1.460591  7.618064
H  2.255079  -2.942290  6.927760
H  1.673951  -5.723593  5.124783
H  3.109688  -7.674230  4.676754
H  4.825620  -7.611472  2.915610
H  5.153399  -5.576786  1.535886
C  -3.589526  -3.267794  1.071394
C  -3.179405  -2.978415  -0.369573
S  -2.163709  -1.511778  -0.434994
O  -2.021343  -1.327346  -1.980210
C  -0.567186  -2.151276  0.063141
C  -0.059974  -3.338521  -0.738436
H  -4.444704  -3.941440  1.074898
H  -3.883410  -2.358994  1.599738
H  -2.786386  -3.747445  1.631473
H  -4.032983  -2.745352  -1.001493
H  -2.625179  -3.798114  -0.821443
H  -0.647685  -2.344714  1.135259
H  0.086482  -1.287023  -0.060396
H  -0.506139  -4.281683  -0.422579
H  1.018575  -3.409995  -0.588458
H  -0.238893  -3.197708  -1.805243

Atoms 1-3, force components in eV/Å:
Re 0.4 0.1 -0.6
C 0.0 -0.1 0.0
C 0.1 0.0 0.1



C8H6ClFN2 in the gas phase, computed with ωB97M-V/def2-TZVPD.

Properties
* calculated total energy: -977.92592 Eh

Element x y z (Å)
C  -0.821126  0.179586  2.514228
C  -1.449577  -0.231076  1.380445
C  0.438437  0.774272  2.427378
C  -0.685763  -0.388371  0.223915
C  0.651611  -0.013197  0.312686
C  -1.293438  -0.621817  -1.101532
C  -0.636165  -0.434935  -2.263738
C  1.367465  0.127836  -2.073012
N  1.157557  0.637539  1.330077
N  1.580227  -0.230579  -0.695925
F  1.490741  1.486445  -2.380730
Cl  2.261111  -0.901485  -3.255229
H  -1.408614  0.303655  3.459078
H  -2.495473  -0.652634  1.532222
H  0.851609  1.146211  3.287381
H  -2.347947  -0.816240  -1.198875
H  -1.102787  -0.383694  -3.242742
H  2.442134  0.018483  -0.255627

Atoms 1-3, force components in eV/Å:
C -0.6 2.0 2.0
C -1.2 -2.1 0.0
C -1.7 -2.5 -1.4



C9H17N2O2 as an isolated structure, computed with ωB97M-V/def2-TZVPD.

Properties
* net charge: +1
* calculated total energy: -612.65959 Eh

Element x y z (Å)
C  -1.358993  0.888293  -0.064303
C  2.886597  -0.349521  0.452978
C  0.581470  2.450629  -0.480165
C  2.876282  1.084878  0.785610
C  -1.802171  -1.051030  1.502575
C  -2.369839  -1.248184  -0.865605
C  -3.755869  0.279714  0.354054
C  3.070796  -1.909222  -1.128681
C  -2.215292  -0.217173  0.286662
N  -0.493252  1.606287  -0.416531
N  2.456775  1.897729  -0.241537
O  3.098072  -1.169233  1.333762
O  2.664754  -0.552689  -0.847384
H  0.534610  2.980893  -1.344649
H  0.571380  3.100895  0.383478
H  2.673065  1.463135  1.836911
H  -1.327092  -0.494247  2.402265
H  -2.570031  -1.644948  1.726639
H  -0.893603  -1.665432  1.284003
H  -3.180354  -1.231840  -1.555021
H  -2.541782  -2.218199  -0.418893
H  -1.521782  -1.228825  -1.386810
H  -4.069624  0.525009  -0.599373
H  -3.790733  1.127272  1.030878
H  -4.214224  -0.411320  0.916460
H  2.083284  -2.299309  -1.463946
H  3.270044  -2.489462  -0.293040
H  3.816040  -1.811793  -1.925317
H  2.731196  1.744608  -1.174836
H  2.790285  2.843074  -0.090196

Atoms 1-3, force components in eV/Å:
C 2.6 0.9 -1.0
C 0.2 1.5 2.8
C -0.9 -0.4 2.0